Entry 1:
Below is a cluster of 14 separate species, C30H30BrCl52N3O4P in total, with properties calculated with the ωB97M-V functional and the def2-TZVPD basis.

XYZ file:
```
121
Properties=species:S:1:pos:R:3:forces:R:3:mulliken_charge:R:1
C 3.77832 0.23307 -0.12689 0.484 0.191 1.531 -0.9461
O 3.33615 1.54528 -0.62017 -0.941 -1.923 -1.009 0.0523
C 2.77735 1.48338 -1.97697 0.625 -1.294 -1.328 -0.8173
C 1.14616 1.44189 -2.07286 -0.678 -0.238 -0.314 -0.1708
C 0.34680 2.44463 -1.05496 1.183 0.734 -0.552 0.1335
N -0.65880 1.58822 -0.25582 -2.612 -2.137 3.618 0.4996
C -1.87853 0.98024 -0.97995 0.433 -1.161 3.677 0.2789
P -2.25689 1.13734 -2.85319 -0.868 -0.813 -1.641 0.1464
N -1.83367 2.72734 -3.52958 0.474 -1.264 -0.927 -0.4230
O -1.19924 -0.01230 -3.70391 -1.710 1.971 0.548 -0.3465
C -3.03918 0.07731 -0.17792 2.609 1.064 2.155 -0.8226
C -2.90606 -0.25156 1.42726 3.281 2.818 -2.509 0.4211
C -4.03826 -1.12888 2.22029 -1.701 -4.421 3.383 0.2010
O -3.86162 -2.28454 2.86164 -0.358 7.354 -4.414 -0.4836
O -5.41374 -0.53225 2.26700 3.182 -2.185 -0.869 -0.4788
C -1.53556 0.38647 2.14322 -2.022 -0.410 -2.615 0.2632
C -1.34917 0.02528 3.73969 0.378 -0.559 -0.019 -0.7619
C -0.49755 -1.39612 3.96845 0.520 0.029 0.213 -0.7042
C 0.92029 -1.44507 3.14768 0.252 0.129 0.901 0.4432
C 1.70170 -2.89236 3.20257 1.107 0.704 -0.056 -0.4871
N 1.98400 -3.39741 1.77628 -0.487 1.604 0.884 -0.5159
C -0.46654 1.31633 1.25407 -2.285 -1.797 -0.011 -0.0601
C 0.79725 1.90791 2.13656 -0.143 0.333 -1.743 -0.1222
C 0.54459 3.50169 2.41948 1.906 -0.241 0.488 0.5049
C 1.42238 3.98658 3.72813 -0.235 0.945 -0.276 -0.6436
Br -1.37310 3.91814 2.80058 0.966 -0.321 -0.363 -0.1593
H 4.86274 -0.03051 -0.52576 -2.630 0.942 0.432 0.3227
H 3.00180 -0.63871 -0.27331 1.508 1.752 -0.148 0.3464
H 3.90101 0.35177 1.05400 -0.270 -0.153 -2.489 0.3020
H 3.25740 2.32544 -2.67201 -1.225 -1.541 1.891 0.3257
H 3.16349 0.45570 -2.44703 -0.933 2.197 0.764 0.3332
H 0.82919 1.71689 -3.17161 0.770 -0.641 2.101 0.1075
H 0.71570 0.34800 -1.87136 1.188 2.322 -0.455 0.2879
H 1.16077 2.95387 -0.37842 -1.894 -1.367 -0.773 -0.3888
H -0.19281 3.36194 -1.59743 0.780 -2.449 1.132 0.3902
H -2.67475 3.26005 -3.86823 0.837 -0.966 0.770 0.2407
H -1.24675 2.60426 -4.40876 -0.708 0.107 1.710 0.2320
H -1.71756 -0.24707 -4.53351 0.693 0.217 1.389 0.1920
H -3.99556 -0.36734 -0.72671 2.483 1.324 0.949 0.2965
H -6.08799 -1.27990 2.40566 1.760 1.158 0.025 0.3974
H -0.78469 0.88614 4.29950 -1.215 -1.564 -1.233 0.2884
H -2.39227 -0.17015 4.28671 2.151 0.769 -1.592 0.4217
H -1.16634 -2.33944 3.73207 1.263 2.060 0.332 0.3110
H -0.21182 -1.43000 5.12495 -0.807 0.047 -2.468 0.3196
H 0.79616 -1.17783 2.00204 0.179 -0.349 2.398 -0.2293
H 1.64405 -0.66875 3.69305 -1.565 -1.410 -1.440 0.0692
H 1.19278 -3.69820 3.88496 0.681 1.545 -1.608 0.3120
H 2.78172 -2.70691 3.67652 -2.413 -0.456 -0.934 0.2468
H 1.13777 -3.24411 1.18445 0.772 -0.246 0.715 0.2273
H 2.72900 -2.76302 1.36142 -1.320 -1.028 0.771 0.1936
H 1.76420 1.75454 1.45243 -1.969 0.563 1.441 -0.1537
H 1.01747 1.33912 3.12958 -1.016 0.882 -2.025 0.1448
H 0.87979 4.12448 1.48693 -0.945 -1.180 1.807 0.1986
H 0.74852 4.11084 4.69161 1.354 -0.488 -2.067 0.3083
H 1.80999 5.08406 3.46251 -0.662 -2.700 0.824 -0.1278
H 2.30994 3.25248 3.96209 -1.671 1.522 -0.599 0.2795
C -2.98799 -3.10857 -6.09374 -0.160 -0.493 0.042 0.1544
Cl -2.73809 -1.46347 -6.73069 0.014 -0.110 0.069 -0.1317
Cl -1.43730 -3.98591 -6.09021 -0.419 0.340 0.040 0.0166
Cl -3.61950 -3.01189 -4.43053 0.092 0.230 -0.533 -0.0184
Cl -4.15706 -3.97294 -7.12360 0.943 -0.271 0.459 -0.0505
C 2.71201 -4.95774 -5.81341 0.172 -0.094 -0.138 0.3156
Cl 3.39165 -3.63555 -6.79544 -0.196 -0.325 0.270 -0.0971
Cl 3.94332 -6.22626 -5.59175 -0.373 0.379 -0.031 -0.0883
Cl 2.21958 -4.32358 -4.22289 -0.255 -0.141 -0.628 0.0057
Cl 1.29351 -5.64553 -6.64364 0.399 0.100 0.192 -0.0856
C 3.31203 5.82862 6.70475 0.044 0.001 0.118 0.2082
Cl 1.67402 6.52897 6.73520 0.368 -0.169 -0.048 -0.0541
Cl 3.23466 4.11584 7.18930 0.251 0.284 -0.718 -0.0622
Cl 3.97939 5.95023 5.05725 -0.087 0.058 0.358 -0.0175
Cl 4.35998 6.71948 7.83728 -0.305 -0.265 -0.320 -0.0770
C 5.11202 -3.88123 -0.54170 0.255 -0.597 0.249 0.2423
Cl 4.06783 -4.11457 -1.96639 0.512 0.157 0.606 -0.0496
Cl 5.31691 -2.13820 -0.23470 0.218 -1.176 -0.018 -0.0962
Cl 4.35945 -4.65003 0.87850 0.677 0.068 -0.717 -0.0789
Cl 6.70386 -4.62212 -0.84432 -0.357 0.230 -0.008 -0.1064
C -0.28799 7.82665 1.78329 -0.194 0.221 0.043 0.2395
Cl -0.03809 9.47175 1.14634 -0.041 -0.507 0.183 -0.0861
Cl 1.26270 6.94931 1.78682 -0.232 0.294 -0.128 -0.0436
Cl -0.91950 7.92333 3.44650 0.199 -0.067 -0.442 -0.0707
Cl -1.45706 6.96228 0.75344 0.293 0.232 0.172 -0.0765
C -7.78798 -2.13631 -7.66856 -0.079 0.114 -0.069 0.3136
Cl -8.42966 -1.52183 -9.21296 0.173 -0.175 0.413 -0.0881
Cl -8.66970 -1.38150 -6.31681 0.211 -0.192 -0.307 -0.0994
Cl -7.99663 -3.90442 -7.60021 0.087 0.409 -0.002 -0.1033
Cl -6.05596 -1.73743 -7.54433 -0.958 0.483 -0.146 -0.0248
C -4.06970 -6.18662 -1.53282 -0.035 -0.076 0.024 0.2093
Cl -2.85271 -5.69228 -2.73660 -0.206 -0.309 0.407 -0.0165
Cl -3.93628 -7.93875 -1.23851 0.175 0.754 -0.167 -0.0146
Cl -3.79044 -5.30552 -0.00964 -0.062 -0.130 -0.292 -0.0701
Cl -5.69935 -5.80990 -2.14665 0.610 0.236 -0.085 -0.0836
C -8.56969 -8.41849 0.11549 -0.006 -0.098 0.002 0.2621
Cl -8.82222 -7.36631 1.53100 0.062 -0.230 -0.322 -0.1010
Cl -9.75374 -8.00554 -1.15017 0.280 -0.085 0.293 -0.1031
Cl -6.92000 -8.18103 -0.51424 -0.767 -0.379 0.431 0.0231
Cl -8.78284 -10.12103 0.59546 0.040 0.435 -0.117 -0.0993
C -3.05374 -11.00254 -3.81539 0.030 -0.063 -0.100 0.3232
Cl -2.80384 -9.35743 -4.45234 -0.058 -0.351 0.144 -0.0500
Cl -1.50305 -11.87988 -3.81186 -0.410 0.241 0.015 -0.0888
Cl -3.68525 -10.90585 -2.15219 0.132 -0.330 -0.393 -0.0982
Cl -4.22281 -11.86690 -4.84525 0.307 0.244 0.297 -0.0878
C 5.94628 3.89648 -0.87482 0.044 0.098 0.041 0.2997
Cl 4.22617 4.08559 -0.45060 0.607 0.725 -0.005 -0.0513
Cl 6.77802 2.98457 0.41010 -0.293 0.137 -0.333 -0.1078
Cl 6.08428 3.01212 -2.41536 -0.022 0.156 0.337 -0.1091
Cl 6.69658 5.50368 -1.04337 -0.786 -0.586 -0.662 -0.1128
C -1.55375 5.91160 -6.01444 0.042 0.270 -0.284 0.3264
Cl -0.39446 4.83390 -5.19643 -0.033 0.465 -0.285 -0.0535
Cl -3.17549 5.68075 -5.31369 0.307 0.015 -0.107 -0.1176
Cl -1.04719 7.60551 -5.79423 -0.158 -0.551 -0.026 -0.0783
Cl -1.59779 5.52615 -7.75339 0.003 0.075 0.524 -0.0800
C 8.64625 6.26295 2.78286 0.303 0.074 -0.041 0.2420
Cl 9.80554 5.18526 3.60087 -0.315 0.250 -0.173 -0.0965
Cl 7.02451 6.03210 3.48360 0.351 0.023 -0.152 -0.0179
Cl 9.15281 7.95686 3.00306 -0.159 -0.437 -0.040 -0.0911
Cl 8.60221 5.87750 1.04391 0.461 0.280 1.136 -0.0391
C 1.44626 3.45948 10.93719 0.019 0.114 0.143 0.2950
Cl 2.12590 4.78167 9.95515 -0.385 -0.233 0.803 -0.0103
Cl 2.67757 2.19096 11.15884 -0.291 0.306 -0.083 -0.0971
Cl 0.95383 4.09364 12.52771 0.117 -0.195 -0.422 -0.0926
Cl 0.02776 2.77169 10.10696 0.307 0.149 0.153 -0.0995
```
Forces are in eV/Å.

Values from the calculation:
total charge	+1
M	2451.02	g mol⁻¹
LUMO energy	-0.173	hartree
DFT total energy	-774729.254	eV
HOMO-LUMO gap	6.5	eV
2S+1	1

Entry 2:
Below is a structure of composition C30H30CaN6O5S3, with properties calculated with the ωB97M-V functional and the def2-TZVPD basis.

XYZ file:
```
75
Properties=species:S:1:pos:R:3:forces:R:3:mulliken_charge:R:1
Ca -0.09415 0.39763 -0.04624 -1.986 -0.442 -0.079 1.9299
C -0.29574 -1.48248 2.54306 -0.064 -0.023 -0.005 -0.2118
C -1.40799 -0.64674 2.52103 -0.090 0.002 -0.100 -0.2976
C -2.27997 -0.67358 1.43404 -0.037 -0.275 0.013 -0.5036
C -2.03925 -1.54860 0.36943 -0.101 -0.130 0.245 -0.6777
C -0.91709 -2.37644 0.39005 -0.200 0.030 0.121 -0.1927
C -0.05032 -2.34382 1.48097 -0.081 -0.012 -0.070 -0.3392
H 0.37144 -1.46928 3.39382 0.046 0.060 -0.029 0.3835
H -1.60761 0.02063 3.34899 0.066 0.031 -0.006 0.4610
H -3.16665 -0.05186 1.43798 0.025 0.038 -0.028 0.4240
H -2.73580 -1.60068 -0.45695 0.042 0.041 -0.030 0.3527
H -0.73766 -3.06168 -0.42771 0.037 0.033 -0.018 0.4004
H 0.80654 -3.00335 1.50446 0.049 0.063 -0.023 0.3838
O 3.80998 -1.33757 -1.49352 -0.178 -0.022 -0.026 -0.7817
C 4.59559 -0.74294 -0.56572 0.036 -0.018 0.002 0.4773
C 5.96699 -0.96070 -0.68359 0.051 0.061 0.093 -0.7295
C 6.84186 -0.37905 0.21004 0.013 0.004 0.018 -0.2688
C 6.36650 0.42896 1.24116 -0.008 -0.026 -0.033 -0.8836
C 5.00890 0.63778 1.36364 0.032 0.038 0.061 -0.5258
C 4.09833 0.06182 0.47379 -0.069 -0.104 -0.050 -0.0265
C 2.64095 0.32200 0.61843 -0.035 0.316 0.112 1.5507
O 1.83933 -0.26698 -0.25180 1.290 -0.140 0.241 -1.1413
N 2.28190 1.15442 1.55603 0.049 -0.092 -0.023 -0.5643
N 0.89662 1.46873 1.67039 1.103 -0.045 0.145 0.0516
C 0.72137 2.54526 2.35289 0.127 0.039 0.145 -0.2679
S 2.01607 3.52942 2.95317 -0.177 0.042 0.034 -0.0169
C 0.95941 4.67892 3.87971 -0.038 -0.467 0.107 -0.6273
C -0.38320 4.78832 3.17902 0.191 0.019 -0.060 0.4259
S -0.90087 3.11258 2.67825 -0.020 -0.068 0.006 -0.1561
H 2.88563 -1.10544 -1.25216 0.091 0.017 0.033 0.3849
H 6.31694 -1.59405 -1.48702 -0.003 0.000 -0.030 0.4533
H 7.90490 -0.55452 0.10486 0.010 0.002 0.003 0.3767
H 7.05229 0.89000 1.93776 0.010 0.003 0.013 0.4203
H 4.61636 1.26220 2.15527 -0.003 -0.013 -0.021 0.4805
H 1.45731 5.65506 3.86069 -0.155 -0.480 0.066 0.3784
H 0.85928 4.31801 4.90186 -0.044 -0.133 0.018 0.4823
H -0.29802 5.42219 2.29352 0.016 -0.176 0.230 -0.6927
H -1.15272 5.18103 3.84031 -0.002 0.011 0.044 0.5953
O 1.51641 7.22924 3.40681 0.153 0.786 0.033 -0.6571
S 1.63620 8.41535 2.57171 -0.089 0.787 -0.384 1.1702
O 2.82219 8.45584 1.73553 -0.075 -0.149 0.220 -0.6917
O 1.26130 9.65571 3.20262 0.089 -0.199 0.119 -0.6886
C 0.37747 8.13364 1.29887 -0.026 0.308 -0.456 -0.1189
N -0.25985 9.16147 0.73403 -0.191 -0.175 -0.010 -0.5043
C -1.03547 8.88038 -0.31410 0.125 0.010 0.235 -0.4131
C -1.14795 7.60583 -0.85533 0.029 0.177 0.083 -0.7007
C -0.42058 6.63298 -0.19636 -0.249 -0.343 -0.257 0.4076
N 0.29587 6.87722 0.87817 0.460 0.323 0.254 -0.2743
C -0.33793 5.21077 -0.59503 -0.137 0.190 -0.142 1.0038
C -1.44913 4.46442 -0.92893 -0.332 -0.074 -0.069 -0.9516
C -1.29085 3.11238 -1.14271 0.404 -0.208 -0.154 -0.5899
N -0.09599 2.50047 -1.09324 -0.187 0.638 -0.176 -0.1663
C 0.98914 3.24868 -0.82427 -0.338 -0.181 -0.105 -0.7114
C 0.89990 4.59160 -0.54790 0.369 0.066 0.016 -0.3741
H -1.58396 9.71213 -0.74414 0.063 0.025 -0.009 0.4287
H -1.73418 7.40319 -1.74085 -0.002 0.001 0.015 0.4782
H -2.43434 4.91006 -0.95306 -0.012 0.012 -0.029 0.4619
H -2.14904 2.48417 -1.36631 0.034 -0.025 0.026 0.5541
H 1.94391 2.73418 -0.80263 -0.031 -0.018 0.071 0.4447
H 1.77383 5.16197 -0.26543 0.029 -0.006 0.000 0.5580
C 0.32986 -1.50623 -5.26385 -0.029 -0.026 0.018 -1.6513
C 0.02685 -0.08548 -4.77525 0.003 0.054 0.225 2.2744
C 1.30085 0.77152 -4.78811 -0.004 0.020 0.043 -1.5224
C -1.07679 0.56336 -5.61671 -0.010 -0.001 -0.003 -1.6606
C -0.43575 -0.16737 -3.37275 0.073 -0.148 -0.309 -0.6743
N -0.76992 -0.25198 -2.27887 -0.134 -0.030 -0.332 -0.4316
H 0.70477 -1.44737 -6.28558 0.000 -0.012 -0.005 0.4193
H -0.56683 -2.12559 -5.25872 -0.005 -0.003 -0.007 0.3992
H 1.08823 -1.98286 -4.64367 0.022 0.008 -0.007 0.3655
H 1.66923 0.83014 -5.81225 0.006 0.007 -0.002 0.4356
H 2.07854 0.33265 -4.16282 0.008 -0.011 -0.010 0.3375
H 1.09845 1.78187 -4.43255 -0.001 0.006 -0.002 0.3504
H -0.72582 0.64138 -6.64580 -0.013 0.005 -0.004 0.4153
H -1.31199 1.56419 -5.25554 0.010 0.011 -0.003 0.3661
H -1.98718 -0.03543 -5.60637 -0.003 -0.008 -0.004 0.4040
```
Forces are in eV/Å.

Values from the calculation:
M	690.89	g mol⁻¹
LUMO energy	-0.017	hartree
DFT total energy	-101721.995	eV
HOMO-LUMO gap	7.6	eV
2S+1	1